# 1
A cluster of 12 separate species, H24O12 in total at a distorted geometry, computed with wB97M-V/def2-TZVPD.

XYZ file:
```
36
Properties=species:S:1:pos:R:3:nbo_charge:R:1
O 0.226 2.935 2.344 -0.961
H 0.449 3.865 2.386 0.480
H -0.448 2.880 1.666 0.476
O 1.794 -2.615 -1.079 -0.957
H 1.523 -2.230 -0.246 0.459
H 2.065 -3.505 -0.856 0.450
O -3.930 -1.279 0.970 -0.976
H -3.074 -1.705 0.928 0.486
H -4.549 -1.956 0.697 0.449
O -0.505 -1.911 -2.920 -0.927
H -1.071 -1.771 -3.679 0.451
H -0.969 -1.495 -2.194 0.467
O 2.363 1.111 2.481 -0.983
H 1.650 1.743 2.391 0.493
H 2.238 0.732 3.351 0.472
O 0.966 3.576 -0.799 -0.949
H 0.484 2.800 -0.513 0.472
H 1.283 3.353 -1.675 0.470
O -2.161 1.363 -2.143 -0.945
H -1.992 1.237 -1.209 0.479
H -1.514 2.013 -2.418 0.455
O 0.028 0.162 -0.007 -1.037
H 0.112 0.275 0.939 0.507
H -0.512 -0.621 -0.108 0.504
O 3.117 0.341 0.020 -0.974
H 2.903 0.803 0.831 0.478
H 2.396 0.551 -0.573 0.472
O 1.134 0.259 -2.380 -0.941
H 0.824 1.099 -2.717 0.431
H 0.647 0.133 -1.565 0.486
O -1.419 -2.160 -0.239 -1.163
H -1.076 -2.606 0.536 0.334
H -1.684 -2.869 -0.826 0.481
O -0.619 -1.217 2.680 -1.186
H -0.443 -2.106 2.374 0.307
H -0.234 -1.183 3.556 0.440
```

HOMO (alpha / beta) ... -0.326 / -7.126 eV
E_LUMO (alpha / beta) ... 2.4 / 2.3 eV
Relative energy (zero: lowest compared OMol25 entry of this formula, charge and spin) ... 1.4738 eV
Kohn-Sham gap (alpha / beta) ... 2.8 / 9.5 eV
Spin multiplicity ... 2
Expectation value of S² ... 0.75
Total energy ... -24959.3571 eV
Total charge ... -1


# 2
A cluster of 10 separate species, C5H30NO10 in total at a distorted geometry, computed with wB97M-V/def2-TZVPD.

XYZ file:
```
46
Properties=species:S:1:pos:R:3:nbo_charge:R:1
C -0.072 -0.590 -1.145 -0.075
O 0.409 0.450 -1.913 -0.964
C 0.807 -0.830 0.079 -0.450
C 0.236 -1.786 1.156 -0.405
C 0.852 -1.513 2.496 -0.437
C -0.070 -1.071 3.609 -0.208
N -1.334 -0.460 3.228 -0.857
H -1.113 -0.458 -0.798 0.141
H -0.121 -1.496 -1.793 0.185
H 1.842 -1.288 -0.045 0.194
H 1.008 0.181 0.546 0.232
H -0.856 -1.908 1.182 0.183
H 0.412 -2.828 0.807 0.197
H 1.705 -0.804 2.356 0.206
H 1.462 -2.348 2.763 0.206
H -0.347 -1.948 4.150 0.169
H 0.410 -0.397 4.383 0.190
H -1.790 -0.903 2.468 0.350
H -1.229 0.518 3.144 0.362
H -3.151 -1.359 -0.623 0.478
H -3.845 -1.823 -1.758 0.453
O -2.950 -1.920 -1.389 -0.951
H -0.426 4.013 2.220 0.472
H 0.983 3.314 2.045 0.495
O 0.525 4.145 2.228 -0.967
H -1.160 0.242 -3.771 0.467
H -0.228 1.293 -3.199 0.504
O -0.984 1.200 -3.839 -1.005
H 3.773 0.133 -0.205 0.505
H 4.808 -0.913 -0.836 0.475
O 4.548 -0.386 -0.092 -0.981
H 1.819 0.724 -2.061 0.496
H 2.735 1.973 -2.289 0.448
O 2.826 1.054 -2.063 -1.043
H -3.721 -0.514 1.674 0.478
H -2.992 0.119 0.485 0.500
O -3.796 -0.400 0.726 -0.955
H -2.311 2.348 -1.919 0.478
H -1.263 1.918 -1.011 0.479
O -2.171 2.237 -0.970 -0.971
H 0.454 1.599 -0.863 0.491
H 0.233 2.925 -0.472 0.455
O 0.453 2.118 0.052 -1.027
H 0.956 -0.893 -3.257 0.487
H 1.471 -1.844 -2.282 0.462
O 1.202 -1.824 -3.204 -0.948
```

HOMO ... -5.920 eV
E_LUMO ... 2.8 eV
Relative energy (zero: lowest compared OMol25 entry of this formula, charge and spin) ... 2.4128 eV
Kohn-Sham gap ... 8.7 eV
Spin multiplicity ... 1
Total energy ... -27637.3755 eV
Total charge ... -1


# 3
A structure of composition C4H8IN2 at a distorted geometry, computed with wB97M-V/def2-TZVPD.

XYZ file:
```
15
Properties=species:S:1:pos:R:3:nbo_charge:R:1
C -0.452 0.720 -0.012 0.231
C -0.547 -0.792 -0.156 -0.281
C 1.702 -0.319 0.667 -0.329
C -1.647 1.552 -0.306 -0.661
N 0.621 1.214 0.384 -0.289
N 0.863 -1.295 -0.052 -0.560
I 3.643 -0.033 -0.108 0.531
H -1.147 -1.188 0.664 0.250
H -1.000 -1.087 -1.102 0.247
H 1.677 -0.415 1.746 0.230
H -2.477 1.235 0.321 0.247
H -1.938 1.435 -1.351 0.247
H -1.428 2.600 -0.107 0.265
H 0.880 -2.213 0.414 0.454
H 1.250 -1.415 -1.000 0.417
```

HOMO (alpha / beta) ... -9.776 / -14.266 eV
E_LUMO (alpha / beta) ... -3.3 / -7.7 eV
Relative energy (zero: lowest compared OMol25 entry of this formula, charge and spin) ... 1.8104 eV
Kohn-Sham gap (alpha / beta) ... 6.4 / 6.6 eV
Spin multiplicity ... 3
Expectation value of S² ... 2.01
Total energy ... -15345.9189 eV
Total charge ... +1


# 4
A structure of composition C4H8N2O, computed with wB97M-V/def2-TZVPD.

XYZ file:
```
15
Properties=species:S:1:pos:R:3:nbo_charge:R:1
O -0.497 -0.425 -2.745 -0.636
C -0.295 -0.049 -1.604 0.775
N -1.270 0.603 -0.849 -0.651
C -1.065 1.241 0.347 -0.211
C -0.102 -0.421 1.336 -0.491
C 1.150 -0.312 0.489 -0.222
N 0.898 -0.246 -0.950 -0.640
H -2.213 0.446 -1.180 0.409
H -0.107 1.771 0.355 0.156
H -1.073 0.472 1.352 0.255
H -0.671 -1.329 1.108 0.218
H 0.173 -0.402 2.396 0.229
H 1.789 -1.189 0.668 0.207
H 1.724 0.565 0.817 0.193
H 1.559 -0.726 -1.541 0.409
```

HOMO ... -8.511 eV
E_LUMO ... 0.8 eV
Relative energy (zero: lowest compared OMol25 entry of this formula, charge and spin) ... 3.8789 eV
Kohn-Sham gap ... 9.3 eV
Spin multiplicity ... 1
Total energy ... -9302.5143 eV


# 5
A structure of composition C8H8F3N2O2Se3TeZn, computed with wB97M-V/def2-TZVPD.

XYZ file:
```
28
Properties=species:S:1:pos:R:3:nbo_charge:R:1
Zn 0.188 -0.375 -0.276 1.538
N 0.241 -0.770 1.851 -0.918
C -1.143 -1.003 2.284 -0.355
C -1.996 -1.590 1.146 0.763
O -3.040 -2.144 1.454 -0.685
O -1.537 -1.398 -0.032 -0.886
H 0.825 -1.581 2.022 0.389
H 0.684 0.010 2.324 0.398
H -1.592 -0.041 2.541 0.207
H -1.224 -1.654 3.155 0.201
Se 0.792 -0.634 -2.592 -0.659
Se 1.410 1.590 -2.935 -0.247
Te 3.477 1.776 -1.510 0.155
Se 2.617 0.847 0.620 -0.893
F -4.301 4.992 -1.018 -0.322
C -3.517 4.856 0.060 0.970
F -2.879 6.022 0.234 -0.322
F -4.336 4.705 1.115 -0.323
C -2.566 3.697 -0.069 -0.106
C -1.337 3.728 0.566 -0.230
C -0.512 2.619 0.456 0.053
N -0.873 1.535 -0.224 -0.533
C -2.056 1.508 -0.836 0.070
C -2.937 2.573 -0.787 -0.227
H -1.010 4.596 1.120 0.233
H 0.483 2.595 0.888 0.249
H -2.290 0.598 -1.373 0.244
H -3.884 2.520 -1.305 0.235
```

HOMO ... -3.731 eV
E_LUMO ... 2.3 eV
Relative energy (zero: lowest compared OMol25 entry of this formula, charge and spin) ... 0.1749 eV
Kohn-Sham gap ... 6.0 eV
Spin multiplicity ... 1
Total energy ... -275410.1483 eV
Total charge ... -1


# 6
The ion C5H3N2O3S with charge -1 at a distorted geometry, computed with wB97M-V/def2-TZVPD.

XYZ file:
```
14
Properties=species:S:1:pos:R:3:nbo_charge:R:1
C 1.134 3.225 -0.020 0.223
C -0.485 1.229 0.016 -0.247
C -0.330 -0.149 -0.006 -0.185
C 0.666 1.960 -0.011 -0.167
C 1.932 0.347 -0.113 -0.034
N 1.524 4.319 -0.003 -0.370
N 0.974 -0.533 -0.063 -0.500
O 3.146 -1.837 -0.006 -1.035
O 4.318 -0.026 -1.169 -0.977
O 4.105 0.011 1.285 -0.977
S 3.575 -0.427 0.007 2.379
H -1.462 1.691 0.057 0.225
H -1.112 -0.885 0.005 0.202
H 1.308 -1.504 -0.053 0.464
```

HOMO ... -4.405 eV
E_LUMO ... 3.4 eV
Relative energy (zero: lowest compared OMol25 entry of this formula, charge and spin) ... 0.9268 eV
Kohn-Sham gap ... 7.8 eV
Spin multiplicity ... 1
Total energy ... -25190.1307 eV
Total charge ... -1


- Which value of spin multiplicity does entry 3 give?
  3


- What is the relative energy (zero: lowest compared OMol25 entry of this formula, charge and spin) in the first record?
  1.4738 eV


- Look up the total energy of the sixth one.
  -25190.1307 eV


- Which of these has the highest spin multiplicity?
  C4H8IN2